Density functional theory data (ωB97M-V/def2-TZVPD) for 15 unconnected molecules or ions with the total composition C51H96O24S3 at a distorted geometry.

The total energy comes out at -136086.66906 eV. The calculation puts the largest force on an atom at 0.12003 Eh/bohr. The frontier orbital gap is 9.469 eV. For the LUMO energy, the calculation gives 0.19 eV. The highest occupied orbital energy comes out at -9.274 eV.

ORCA input file:
```
! wB97M-V def2-TZVPD RIJCOSX def2/J DEFGRID3
* xyz 0 1
C -5.05354 -3.26738 4.45945
C -3.53695 -3.55162 4.29597
C -3.12718 -4.84352 3.66829
O -2.20941 -4.49294 2.60055
C -2.27576 -3.19699 2.42846
O -1.73267 -2.63164 1.46451
O -3.10853 -2.69335 3.35522
H -5.65637 -3.43996 3.56786
H -5.26659 -2.28476 4.88035
H -5.41755 -3.98030 5.19928
H -2.97147 -3.33355 5.20193
H -3.93530 -5.44045 3.24555
H -2.61597 -5.42752 4.43362
C -4.39109 -1.82776 -2.21821
C -4.47579 -2.03742 -0.72185
C -5.64359 -1.29416 -0.07001
O -6.16116 -2.33845 0.76833
C -5.65463 -3.56695 0.45826
O -5.86907 -4.60941 1.00277
O -4.64064 -3.42219 -0.43117
H -4.54395 -0.80270 -2.55583
H -5.20415 -2.34766 -2.72488
H -3.50513 -2.22788 -2.71125
H -3.53807 -1.72328 -0.26349
H -6.42503 -1.02639 -0.78118
H -5.34798 -0.38262 0.44940
C 1.37044 6.51614 -2.05409
C 1.26431 6.25824 -0.58791
C 0.99745 4.78785 -0.19734
O 2.09722 4.38950 0.55117
C 3.02153 5.36560 0.63350
O 4.16079 5.24674 1.05205
O 2.59031 6.46033 -0.04527
H 2.03024 7.37045 -2.20545
H 0.35851 6.66043 -2.43263
H 1.82598 5.63659 -2.50906
H 0.53970 6.98022 -0.21138
H 0.92058 4.20655 -1.11619
H 0.06506 4.71891 0.36300
C 1.96032 -3.44265 3.63128
C 2.65521 -3.96913 2.35489
O 2.23540 -4.88426 1.64270
C 3.85896 -3.15106 1.91000
H 2.68001 -3.20067 4.41333
H 1.31208 -4.22460 4.02681
H 1.43390 -2.52110 3.38282
H 3.56262 -2.37654 1.20259
H 4.55075 -3.78925 1.36025
H 4.28691 -2.65900 2.78340
C 1.39133 -3.69963 -5.74227
C 1.08163 -2.36469 -5.05026
O -0.07802 -1.85168 -5.08722
C 2.21086 -1.83327 -4.16249
H 2.29421 -3.70418 -6.35291
H 0.68952 -4.08538 -6.48169
H 1.57286 -4.48271 -5.00610
H 3.04307 -1.59361 -4.82438
H 2.46423 -2.67190 -3.51395
H 1.96903 -0.97572 -3.53460
C 6.72589 -4.30510 -2.15826
C 5.45705 -3.54117 -2.44749
O 5.34790 -2.58423 -3.14915
C 4.35811 -4.06834 -1.64100
H 6.66364 -5.37637 -2.34957
H 7.12648 -4.05909 -1.17484
H 7.44087 -4.02478 -2.93178
H 4.58561 -4.03441 -0.57555
H 4.03524 -5.04719 -1.99554
H 3.51510 -3.37857 -1.68187
C 0.78221 5.30618 3.94962
C -0.49663 4.73564 3.39184
O -0.53857 3.87738 2.47946
C -1.86754 5.25129 3.97503
H 1.65278 4.69982 3.69953
H 0.70079 5.42815 5.02971
H 0.84087 6.28256 3.46864
H -2.58447 4.43398 3.89684
H -2.11851 6.19887 3.49836
H -1.62442 5.58306 4.98444
C -3.23528 4.45888 -1.46684
C -4.38393 3.53564 -1.21382
O -4.74736 2.77624 -2.15915
C -4.88656 3.34594 0.18036
H -3.55688 5.48401 -1.28299
H -2.88871 4.27353 -2.48352
H -2.42767 4.23312 -0.77050
H -5.03032 2.30860 0.48263
H -5.75365 3.99265 0.31455
H -4.16352 3.73638 0.89652
C 0.60009 3.88257 -4.01560
C 1.65931 2.82408 -3.76772
O 2.54646 2.91235 -2.97933
C 1.74094 1.80987 -4.78172
H -0.01351 3.88739 -3.11473
H 0.11786 3.78966 -4.98870
H 1.13651 4.81873 -4.17045
H 1.71166 2.29653 -5.75661
H 0.86213 1.16721 -4.72903
H 2.69069 1.28251 -4.69246
C -1.68984 0.96783 4.42275
C -3.10103 0.50601 4.34768
O -3.64418 0.12884 5.38316
C -3.88872 0.71738 3.01644
H -1.34859 1.23158 5.42379
H -1.67725 1.85122 3.78434
H -1.01786 0.29921 3.88470
H -3.84148 1.70524 2.55817
H -4.91979 0.43549 3.22984
H -3.42310 0.07692 2.26738
C -2.29840 0.92541 -4.14900
C -3.57915 1.33772 -4.90884
O -4.46970 0.44875 -5.11469
C -3.71262 2.72323 -5.42496
H -2.59097 0.83401 -3.10299
H -1.53333 1.69839 -4.07637
H -1.86642 0.00528 -4.54254
H -3.13129 2.84646 -6.33872
H -3.40236 3.46782 -4.69186
H -4.73286 3.04848 -5.62843
C 4.52716 0.66319 -2.13605
C 4.52204 0.67601 -0.56719
O 4.05073 -0.23817 0.10766
C 4.98931 1.94682 0.14615
H 4.77364 1.64346 -2.54400
H 3.49534 0.45687 -2.42045
H 5.16719 -0.05264 -2.65186
H 4.66589 2.82157 -0.41804
H 6.07698 1.92563 0.07814
H 4.75947 2.08268 1.20295
C 1.01494 -0.91379 -0.45398
C 0.91526 -0.37691 0.99482
C 0.62102 1.12407 0.87176
S -0.78846 1.10167 -0.33754
O -0.53292 2.18296 -1.27952
O -2.08943 1.04056 0.33643
C -0.34068 -0.58908 -1.02894
H 1.17895 -1.99115 -0.43169
H 1.75518 -0.42684 -1.08883
H 1.89407 -0.45009 1.46881
H 0.05996 -0.81921 1.50564
H 1.34833 1.82929 0.46954
H 0.13910 1.47727 1.78341
H -0.56225 -0.62619 -2.09554
H -1.10317 -1.16711 -0.50683
C 4.01841 2.49625 3.89581
C 3.81387 1.01319 3.64522
C 2.55912 0.52683 4.50472
S 2.29398 1.77552 5.88484
O 2.54042 1.17039 7.18803
O 1.15597 2.53287 5.56457
C 3.76796 2.76929 5.37640
H 3.29784 3.03632 3.28164
H 4.95480 2.89474 3.50533
H 4.69915 0.44608 3.93291
H 3.59994 0.88661 2.58395
H 2.78710 -0.40425 5.02357
H 1.62053 0.43383 3.95836
H 4.60101 2.41024 5.98073
H 3.59926 3.78689 5.72875
C -0.54057 -5.32878 -0.54406
C 0.17361 -4.88416 -1.79480
C -0.56874 -5.28740 -3.09032
S -2.27699 -5.90279 -2.49135
O -2.26842 -7.36419 -2.35675
O -3.29889 -5.21719 -3.25446
C -2.02282 -5.18790 -0.90213
H -0.38856 -4.78102 0.38597
H -0.29650 -6.32380 -0.17197
H 1.17024 -5.32308 -1.74827
H 0.31935 -3.80462 -1.75653
H -0.23740 -5.97774 -3.86602
H -0.86675 -4.37490 -3.60668
H -2.71696 -5.58609 -0.16205
H -2.24877 -4.12646 -1.00396
*
```

---

Density functional theory data (ωB97M-V/def2-TZVPD) for a molecular structure, C29H55BrGeN2O4PTi at a distorted geometry.

The total energy comes out at -201099.22776 eV. The calculation puts the largest force on an atom at 0.15194 Eh/bohr. The frontier orbital gap is 4.611 eV. For the LUMO energy, the calculation gives 1.78 eV. The highest occupied orbital energy comes out at -2.831 eV.

ORCA input file:
```
! wB97M-V def2-TZVPD RIJCOSX def2/J DEFGRID3
* xyz -1 1
Ti 1.17105 1.30000 -0.15553
Br -1.09645 0.77790 2.94997
C 0.80005 1.08120 3.07567
C 1.28395 1.35830 4.32157
C 2.68475 1.54690 4.45187
C 3.43045 1.50210 3.30627
C 2.83285 1.26110 2.06197
N 1.47445 0.94740 1.94417
C 3.62335 1.39790 0.84897
O 4.85915 1.51000 0.89167
O 2.95945 1.38610 -0.28173
H 0.61915 1.44700 5.16487
H 3.11885 1.74930 5.42027
H 4.49505 1.68370 3.30437
C 0.73505 4.40110 -1.82163
O 0.93235 4.52450 -0.43793
C 1.09255 3.36740 0.28607
O 1.26885 3.54410 1.48037
H 0.07005 5.20850 -2.13413
H 0.28875 3.41920 -2.03793
H 1.69395 4.50910 -2.34083
C -0.63075 0.65010 -3.86273
C 0.75005 0.81190 -3.20233
C 1.48925 2.01920 -3.83883
C 1.60445 -0.42210 -3.58223
N 0.64235 0.94720 -1.79173
H -0.52715 0.50820 -4.93863
H -1.23215 1.53470 -3.67143
H -1.13905 -0.20970 -3.42833
H 1.96135 1.72310 -4.77503
H 2.26085 2.33990 -3.13973
H 0.80275 2.83690 -4.04543
H 2.58215 -0.31130 -3.11953
H 1.13305 -1.33740 -3.23953
H 1.72185 -0.47550 -4.66673
C -5.97385 3.42530 0.52347
C -4.53845 3.38060 0.01277
C -3.53025 3.25460 1.14717
C -2.09945 3.14020 0.64577
Ge -1.46955 1.42710 -0.39653
C -2.47935 -0.36090 -0.03323
C -3.98035 -0.33980 0.18717
C -4.51005 -1.75220 0.44457
C -6.03205 -1.79970 0.47187
H -6.68135 3.49300 -0.30313
H -6.12775 4.28540 1.17577
H -6.19235 2.52250 1.09157
H -4.32395 4.28990 -0.55353
H -4.41155 2.53140 -0.65943
H -3.77175 2.38670 1.76367
H -3.60885 4.14000 1.79087
H -1.42325 3.27770 1.49187
H -1.89615 3.96390 -0.04743
H -2.31115 1.77860 -1.69093
H -2.01335 -0.85740 0.81967
H -2.26975 -0.96950 -0.91653
H -4.47705 0.08350 -0.68733
H -4.21635 0.28870 1.04457
H -4.11515 -2.10870 1.39767
H -4.14385 -2.42380 -0.33523
H -6.41815 -1.15030 1.25427
H -6.39195 -2.81160 0.65467
H -6.43335 -1.45970 -0.48053
C 0.55815 -4.46540 0.40087
C 0.39165 -2.99840 0.01237
C -0.14105 -2.89540 -1.41343
P 1.81155 -1.75820 0.20617
C 2.47825 -2.13550 1.94127
C 3.36075 -3.35470 2.20787
C 1.30715 -2.12790 2.93157
C 3.15175 -2.35860 -0.98663
C 3.54855 -3.83360 -1.09013
C 4.38955 -1.47970 -0.80083
H -0.38265 -4.98440 0.20047
H 0.77805 -4.58190 1.45737
H 1.33665 -4.95860 -0.17123
H -0.37845 -2.57780 0.67337
H 0.53955 -3.37360 -2.11573
H -0.25765 -1.84660 -1.68393
H -1.11085 -3.38670 -1.49243
H 3.10505 -1.25100 2.13327
H 2.87265 -4.28740 1.93567
H 3.57755 -3.39020 3.27617
H 4.30645 -3.27810 1.68197
H 0.91785 -3.13580 3.07377
H 0.48815 -1.50890 2.57207
H 1.62535 -1.74380 3.90017
H 2.71725 -2.09370 -1.95533
H 3.78085 -4.28560 -0.13253
H 4.43925 -3.90560 -1.71723
H 2.76625 -4.41570 -1.56983
H 4.88455 -1.67520 0.14707
H 4.11745 -0.42520 -0.82753
H 5.10395 -1.66040 -1.60473
*
```